No. 1
The following is a quantum chemistry calculation of an isolated ion of composition C5H10NO2 and charge -1 at a distorted geometry, from OMol25.

The calculation puts the relative energy (zero: lowest compared OMol25 entry of this formula, charge and spin) at 49.2 kcal/mol. For the maximum force, the calculation gives 6.000 eV Å⁻¹. The calculation puts the LUMO energy at 3.84 eV. As for the SMILES: CC(C)[C@H](N)C(=O)[O-]. Its total charge is -1. The energy is -10932.1295 eV.

The geometry in XYZ format:
```
18
C5H10NO2 | OMol25 | ωB97M-V with the def2-TZVPD basis set
O 1.1213 2.4654 -0.2902
C 0.2548 2.1273 0.5470
O 0.0094 2.4238 1.7003
C -0.5599 0.9106 0.0412
C 0.1560 -0.4006 0.3994
C -0.7454 -1.6663 0.4851
C 1.4343 -0.8833 -0.2247
N -1.1454 0.9144 -1.3047
H -1.5294 0.8281 0.7933
H 0.5319 -0.3549 1.5270
H -1.4472 -1.4459 1.2759
H -0.2973 -2.5969 0.4656
H -1.1206 -1.6581 -0.5216
H 1.9549 0.0633 -0.7509
H 1.3522 -1.4886 -1.1295
H 2.0033 -1.4455 0.5100
H -1.5587 1.7283 -1.5687
H -0.4143 0.4790 -1.9544
```

Löwdin population analysis, charges in e, atoms 1 to 5: atom 1 (O): -0.08, atom 2 (C): -0.77, atom 3 (O): -0.05, atom 4 (C): -0.33, atom 5 (C): -0.42

***

No. 2
The following is a quantum chemistry calculation of C5H10NO2 as an isolated structure at a distorted geometry, from OMol25.

The calculation puts the relative energy (zero: lowest compared OMol25 entry of this formula, charge and spin) at 116.4 kcal/mol. For the maximum force, the calculation gives 4.569 eV Å⁻¹. The calculation puts the LUMO energy at 3.65 eV. Its total charge is -1. The energy is -10929.2177 eV.

The geometry in XYZ format:
```
18
C5H10NO2 | OMol25 | ωB97M-V with the def2-TZVPD basis set
O -0.6742 0.4017 -2.4940
C -0.2722 -0.8995 -2.2157
O -0.8918 -1.8986 -2.4304
C 1.1127 -0.8749 -1.5302
C 0.8231 -0.7231 -0.0360
C 0.0766 0.5967 0.4483
C -0.7780 1.1167 2.6120
N 0.3663 0.8128 1.7864
H 1.5891 -1.8062 -1.8406
H 1.6303 -0.0285 -1.9793
H 0.1707 -1.5163 0.3362
H 1.7281 -0.6728 0.5675
H 0.4029 1.3201 -0.3489
H -1.0212 0.4568 0.1996
H -1.4408 1.8984 2.1725
H -0.4705 1.6263 3.5289
H -1.3363 0.1760 2.7701
H -1.0149 0.0144 -1.5464
```

Löwdin population analysis, charges in e, atoms 1 to 5: atom 1 (O): 0.03, atom 2 (C): -0.61, atom 3 (O): 0.10, atom 4 (C): -0.13, atom 5 (C): -0.21

***

No. 3
The following is a quantum chemistry calculation of C5H10NO2 as an isolated structure at a distorted geometry, from OMol25.

The calculation puts the relative energy (zero: lowest compared OMol25 entry of this formula, charge and spin) at 132.6 kcal/mol. For the maximum force, the calculation gives 1.458 eV Å⁻¹. The calculation puts the LUMO energy at 3.72 eV. Its total charge is -1. The energy is -10928.5155 eV.

The geometry in XYZ format:
```
18
C5H10NO2 | OMol25 | ωB97M-V with the def2-TZVPD basis set
C 1.2457 0.2036 0.5427
C -0.0331 0.1352 -0.2212
C -1.1579 0.8748 0.1194
C -1.2430 1.6477 1.4185
O -1.0426 0.7974 2.4378
N -0.1353 -0.6053 -1.4200
C 0.6716 -1.9394 -1.4156
O 1.9581 -1.8138 -1.5355
H 1.2356 1.0457 1.2388
H 2.0573 0.2468 -0.1827
H 1.3961 -0.7154 1.0944
H -0.9407 -0.3485 0.5619
H -2.0138 0.7859 -0.5480
H -2.2279 2.1748 1.4321
H -0.4822 2.4639 1.3158
H 0.3006 -0.0448 -2.1501
H 0.2797 -2.4156 -0.4614
H 0.1318 -2.4930 -2.2271
```

Löwdin population analysis, charges in e, atoms 1 to 5: atom 1 (C): -0.01, atom 2 (C): -0.38, atom 3 (C): 0.00, atom 4 (C): -0.52, atom 5 (O): -0.31

***

No. 4
The following is a quantum chemistry calculation of an isolated ion of composition C5H10NO2 and charge -1 at a distorted geometry, from OMol25.

The calculation puts the relative energy (zero: lowest compared OMol25 entry of this formula, charge and spin) at 47.8 kcal/mol. For the maximum force, the calculation gives 2.733 eV Å⁻¹. The calculation puts the LUMO energy at 3.97 eV. As for the SMILES: C/C([O-])=N/[C@@H](C)CO. Its total charge is -1. The energy is -10932.1931 eV.

The geometry in XYZ format:
```
18
C5H10NO2 | OMol25 | ωB97M-V with the def2-TZVPD basis set
C -2.0039 -0.5583 2.0758
C -0.8244 -0.4766 1.0452
N -1.0511 0.2940 -0.0022
C 1.4392 1.0874 -0.0136
C 0.0853 0.7895 -0.7384
C 0.3268 -0.3373 -1.8627
O 1.6683 -0.7274 -2.1835
O 0.2210 -1.0032 1.5002
H -2.4736 -1.5339 2.0339
H -2.7819 0.1986 1.9487
H -1.6274 -0.3934 3.0925
H 2.1768 -1.0608 -1.4378
H 1.5544 2.1410 0.2117
H 2.1895 0.7490 -0.7350
H 1.5116 0.5238 0.9222
H -0.1271 1.6806 -1.3332
H -0.1931 -1.2818 -1.6757
H -0.0905 -0.0912 -2.8483
```

Löwdin population analysis, charges in e, atoms 1 to 5: atom 1 (C): -0.07, atom 2 (C): -0.65, atom 3 (N): 0.01, atom 4 (C): -0.07, atom 5 (C): -0.37

***

No. 5
The following is a quantum chemistry calculation of C5H10NO2 as an isolated structure at a distorted geometry, from OMol25.

The calculation puts the relative energy (zero: lowest compared OMol25 entry of this formula, charge and spin) at 48.4 kcal/mol. For the maximum force, the calculation gives 4.402 eV Å⁻¹. The calculation puts the LUMO energy at -4.07 eV. Its total charge is +1. The energy is -10923.9542 eV.

The geometry in XYZ format:
```
18
C5H10NO2 | OMol25 | ωB97M-V with the def2-TZVPD basis set
C 1.3622 0.5556 0.5942
C 0.4172 0.0797 -0.2079
C -0.2365 0.3330 -1.4815
C 0.1253 1.6094 -2.1757
C -1.3544 -1.1721 1.5920
N -0.4473 -1.4589 0.5015
O -1.0360 -0.4687 -1.9155
O 1.6795 -0.0011 1.7502
H 1.9036 1.4423 0.2679
H -0.7910 2.1808 -2.3283
H 0.8475 2.2113 -1.6391
H 0.5041 1.3667 -3.1672
H -0.8103 -0.7812 2.4496
H -2.1077 -0.4528 1.2785
H -1.8586 -2.0953 1.8883
H -0.9193 -1.7150 -0.3807
H 0.3202 -2.0777 0.7568
H 2.4015 0.4441 2.2170
```

Löwdin population analysis, charges in e, atoms 1 to 5: atom 1 (C): -0.12, atom 2 (C): 0.08, atom 3 (C): -0.43, atom 4 (C): 0.03, atom 5 (C): -0.05

***

No. 6
The following is a quantum chemistry calculation of C5H10NO2 as an isolated structure at a distorted geometry, from OMol25.

The calculation puts the relative energy (zero: lowest compared OMol25 entry of this formula, charge and spin) at 78.3 kcal/mol. For the maximum force, the calculation gives 4.725 eV Å⁻¹. The calculation puts the LUMO energy at -2.89 eV. Its total charge is +1. The energy is -10922.6577 eV.

The geometry in XYZ format:
```
18
C5H10NO2 | OMol25 | ωB97M-V with the def2-TZVPD basis set
C 0.4426 -1.0104 0.3271
C -1.9492 0.6102 0.7320
C -0.6414 0.6992 0.1414
C -0.2962 1.6655 -0.9595
C 2.1271 -2.2948 -0.9748
N -0.8170 1.1099 1.5209
O 0.2410 -1.5065 1.3666
O 1.0863 -1.1745 -0.7714
H -2.7974 1.3121 0.4106
H -2.3269 -0.3002 1.1614
H 0.4518 2.2955 -0.6397
H -1.0515 2.1682 -1.4615
H 0.1569 1.1074 -1.7618
H 2.7548 -2.1708 -0.1979
H 2.4709 -1.9673 -1.9684
H 1.4743 -3.1552 -0.9291
H -0.7990 2.1284 1.7606
H -0.5270 0.4834 2.2437
```

Löwdin population analysis, charges in e, atoms 1 to 5: atom 1 (C): -0.35, atom 2 (C): -0.03, atom 3 (C): -0.24, atom 4 (C): 0.01, atom 5 (C): 0.13

***

No. 7
The following is a quantum chemistry calculation of a 2-piece molecular cluster, C5H10NO2 overall at a distorted geometry, from OMol25.

The calculation puts the relative energy (zero: lowest compared OMol25 entry of this formula, charge and spin) at 138.7 kcal/mol. For the maximum force, the calculation gives 4.913 eV Å⁻¹. The calculation puts the LUMO energy (alpha / beta) at -4.16 / -4.16 eV. Its total charge is +1. The energy is -10920.0385 eV.

The geometry in XYZ format:
```
18
C5H10NO2 | OMol25 | ωB97M-V with the def2-TZVPD basis set
C -2.0096 0.9316 -0.5311
C 0.5884 0.3368 -0.6827
C 1.5747 0.1490 0.3917
C 2.6282 -0.9123 0.3603
C -3.3868 -0.8486 0.4854
N 1.5802 1.3462 -0.5685
O -2.4152 1.8142 -1.1317
O -2.1634 -0.1579 0.0339
H 0.5825 -0.3220 -1.5984
H 1.1846 0.3467 1.3339
H 2.6027 -1.5686 1.2613
H 3.6616 -0.4941 0.3417
H 2.6049 -1.4493 -0.5434
H -3.3975 -1.0014 1.6714
H -3.2430 -1.7096 -0.0893
H -4.2507 -0.3078 0.3071
H 2.4534 1.5967 -1.0120
H 1.4051 2.2503 -0.0295
```

Löwdin population analysis, charges in e, atoms 1 to 5: atom 1 (C): -0.27, atom 2 (C): -0.09, atom 3 (C): -0.27, atom 4 (C): -0.04, atom 5 (C): 0.08

***

No. 8
The following is a quantum chemistry calculation of an isolated ion of composition C5H10NO6S and charge -1 at a distorted geometry, from OMol25.

The calculation puts the relative energy (zero: lowest compared OMol25 entry of this formula, charge and spin) at 55.6 kcal/mol. For the maximum force, the calculation gives 4.529 eV Å⁻¹. The calculation puts the LUMO energy at 3.07 eV. As for the SMILES: C[N+](C)(C)[C@@](O)(C(=O)[O-])S(=O)(=O)[O-]. Its total charge is -1. The energy is -29957.0286 eV.

The geometry in XYZ format:
```
23
C5H10NO6S | OMol25 | ωB97M-V with the def2-TZVPD basis set
C -1.1866 1.8328 -0.2483
C 1.1714 -1.3461 0.7668
C 0.6368 -0.4586 -1.4224
C 1.6624 1.0315 0.1961
C -0.6434 0.3676 0.3835
N 0.7440 -0.0433 -0.0219
O -2.0621 2.2949 0.4299
O -1.2266 -2.2196 -0.1067
O -0.5897 2.1347 -1.2762
O -3.0108 -0.9611 0.9020
O -2.4678 -0.5337 -1.4283
O -0.6766 0.4878 1.9471
S -1.9861 -0.9472 -0.1319
H 0.3585 -2.0265 0.6457
H 2.0529 -1.6405 0.3044
H 1.3937 -0.9209 1.8370
H 0.3100 0.2742 -2.1416
H 1.5072 -0.8673 -1.8785
H -0.1203 -1.1539 -1.5946
H 1.2451 1.8392 -0.2817
H 1.7065 1.0209 1.2079
H 2.5903 0.6726 -0.1847
H -1.4089 1.1625 2.0963
```

Löwdin population analysis, charges in e, atoms 1 to 5: atom 1 (C): -0.70, atom 2 (C): 0.06, atom 3 (C): -0.04, atom 4 (C): 0.01, atom 5 (C): -0.24

***

No. 9
The following is a quantum chemistry calculation of an isolated ion of composition C5H10NOS and charge -1 at a distorted geometry, from OMol25.

The calculation puts the relative energy (zero: lowest compared OMol25 entry of this formula, charge and spin) at 44.6 kcal/mol. For the maximum force, the calculation gives 2.793 eV Å⁻¹. The calculation puts the LUMO energy at 3.36 eV. As for the SMILES: O=CCNCCC[S-]. Its total charge is -1. The energy is -19719.6123 eV.

The geometry in XYZ format:
```
18
C5H10NOS | OMol25 | ωB97M-V with the def2-TZVPD basis set
C 0.3765 0.8481 1.4233
C -0.7559 1.5707 2.2476
S -1.9147 0.3393 2.8697
C -0.2655 0.3876 0.1098
N 0.7914 -0.2835 -0.7553
C 0.3065 -1.5411 -1.3934
C 0.2131 -1.1949 -2.8937
O -0.2756 -1.9181 -3.7230
H 1.2248 1.5302 1.2118
H 0.5215 -0.0948 1.9649
H -1.0777 2.3774 1.6186
H -0.1968 2.0101 3.1071
H -1.0553 -0.3466 0.2444
H -0.6417 1.2197 -0.4944
H 1.6653 -0.4789 -0.2924
H -0.6781 -1.8476 -1.0307
H 1.0008 -2.3183 -1.0440
H 0.7613 -0.2592 -3.1701
```

Löwdin population analysis, charges in e, atoms 1 to 5: atom 1 (C): -0.32, atom 2 (C): -0.80, atom 3 (S): 0.11, atom 4 (C): -0.26, atom 5 (N): -0.11

***

No. 10
The following is a quantum chemistry calculation of an isolated ion of composition C5H10NS and charge +1 at a distorted geometry, from OMol25.

The calculation puts the relative energy (zero: lowest compared OMol25 entry of this formula, charge and spin) at 31.9 kcal/mol. For the maximum force, the calculation gives 3.349 eV Å⁻¹. The calculation puts the LUMO energy at -4.23 eV. Its total charge is +1. The energy is -17664.9398 eV.

The geometry in XYZ format:
```
17
C5H10NS | OMol25 | ωB97M-V with the def2-TZVPD basis set
C -0.2646 -1.8751 -0.1665
C 0.1258 0.4282 0.2763
C -1.3467 0.3699 0.5103
C -2.1356 1.4712 -0.2477
C 2.0299 -1.3329 0.0539
N 0.6423 -1.0300 0.1236
S -1.9356 -1.4240 -0.0588
H 0.0706 -2.9439 -0.0940
H 0.5304 0.9612 -0.6243
H 0.5545 0.7963 1.1748
H -1.5560 0.3084 1.5803
H -1.7290 2.5587 -0.0563
H -3.1655 1.3481 -0.1043
H -2.0610 1.3866 -1.2665
H 2.5719 -0.7073 -0.6870
H 2.1971 -2.4107 -0.1207
H 2.2789 -1.1333 1.0967
```

Löwdin population analysis, charges in e, atoms 1 to 5: atom 1 (C): -0.37, atom 2 (C): -0.09, atom 3 (C): -0.45, atom 4 (C): -0.08, atom 5 (C): -0.01